# C27H34O3PZn

A molecular structure, C27H34O3PZn (wB97M-V/def2-TZVPD, OMol25).

Summary:
HOMO level = -10.52 eV
Frontier orbital gap = 8.42 eV
Relative energy (zero: lowest compared OMol25 entry of this formula, charge and spin) = 21.6 kJ/mol
E_tot = -3395.4231 Ha
Charge = +1

CARTESIAN COORDINATES (ANGSTROEM)
1 Zn 0.43 -1.49 0.14
2 C 3.59 -2.38 0.03
3 O 2.22 -2.79 -0.01
4 C 2.02 -4.17 -0.29
5 C 0.67 -4.54 0.28
6 O -0.35 -3.62 -0.12
7 C -0.98 -3.84 -1.38
8 C -0.21 -3.15 -2.49
9 O 0.11 -1.85 -2.01
10 C 0.54 -0.95 -3.03
11 H 4.14 -2.98 0.75
12 H 3.60 -1.34 0.36
13 H 4.05 -2.46 -0.95
14 H 2.79 -4.77 0.21
15 H 2.09 -4.35 -1.36
16 H 0.69 -4.49 1.36
17 H 0.39 -5.56 -0.02
18 H -1.97 -3.40 -1.29
19 H -1.08 -4.91 -1.59
20 H -0.85 -3.07 -3.38
21 H 0.70 -3.67 -2.77
22 H -0.22 -0.87 -3.80
23 H 1.48 -1.30 -3.47
24 H 0.69 0.02 -2.57
25 C 2.28 2.31 -1.17
26 C 0.96 2.97 -1.47
27 C 0.94 4.11 -2.27
28 C -0.25 4.76 -2.57
29 C -1.45 4.28 -2.06
30 C -1.44 3.16 -1.25
31 C -0.25 2.50 -0.95
32 P -0.28 0.98 0.04
33 C -2.04 0.62 0.37
34 C -2.63 -0.28 -0.53
35 C -3.94 -0.69 -0.39
36 C -4.68 -0.23 0.69
37 C -4.11 0.66 1.58
38 C -2.80 1.12 1.44
39 C -2.28 2.13 2.41
40 C 0.55 1.33 1.60
41 C 1.02 2.61 1.93
42 C 1.80 2.81 3.05
43 C 2.12 1.72 3.86
44 C 1.65 0.46 3.55
45 C 0.84 0.23 2.43
46 C 0.31 -1.12 2.11
47 H 3.10 2.87 -1.62
48 H 2.32 1.29 -1.56
49 H 2.48 2.25 -0.10
50 H 1.87 4.49 -2.67
51 H -0.24 5.64 -3.20
52 H -2.38 4.79 -2.28
53 H -2.38 2.79 -0.85
54 H -2.04 -0.63 -1.37
55 H -4.38 -1.37 -1.12
56 H -5.70 -0.56 0.83
57 H -4.70 1.04 2.40
58 H -3.11 2.60 2.94
59 H -1.71 2.92 1.91
60 H -1.62 1.68 3.16
61 H 0.78 3.45 1.29
62 H 2.16 3.80 3.30
63 H 2.74 1.86 4.74
64 H 1.89 -0.38 4.20
65 H -0.77 -1.16 2.29
66 H 0.78 -1.88 2.73

Table of Mulliken atomic charges, one value per atom, all in e: number 1, Zn, carries 0.010; number 2, C, carries -0.947; number 3, O, carries 0.139; number 4, C, carries -0.581; number 5, C, carries -0.783; number 6, O, carries -0.336; number 7, C, carries -0.643; number 8, C, carries -0.709; number 9, O, carries 0.396; number 10, C, carries -0.729; number 11, H, carries 0.339; number 12, H, carries 0.243; number 13, H, carries 0.301; number 14, H, carries 0.553; number 15, H, carries 0.284; number 16, H, carries 0.309; number 17, H, carries 0.441; number 18, H, carries 0.256; number 19, H, carries 0.428; number 20, H, carries 0.530; number 21, H, carries 0.282; number 22, H, carries 0.292; number 23, H, carries 0.256; number 24, H, carries 0.032; number 25, C, carries -1.005; number 26, C, carries 1.106; number 27, C, carries -0.924; number 28, C, carries -0.788; number 29, C, carries -0.909; number 30, C, carries -1.169; number 31, C, carries 1.182; number 32, P, carries 1.548; number 33, C, carries 0.579; number 34, C, carries -1.011; number 35, C, carries -0.956; number 36, C, carries -0.758; number 37, C, carries -0.874; number 38, C, carries 0.998; number 39, C, carries -1.437; number 40, C, carries 0.393; number 41, C, carries -0.188; number 42, C, carries -0.788; number 43, C, carries -0.777; number 44, C, carries -0.969; number 45, C, carries -0.721; number 46, C, carries -0.437; number 47, H, carries 0.473; number 48, H, carries 0.113; number 49, H, carries 0.219; number 50, H, carries 0.439; number 51, H, carries 0.404; number 52, H, carries 0.468; number 53, H, carries 0.443; number 54, H, carries 0.679; number 55, H, carries 0.470; number 56, H, carries 0.411; number 57, H, carries 0.461; number 58, H, carries 0.528; number 59, H, carries 0.241; number 60, H, carries 0.247; number 61, H, carries 0.421; number 62, H, carries 0.465; number 63, H, carries 0.410; number 64, H, carries 0.457; number 65, H, carries 0.559; number 66, H, carries 0.634



# C27H35B2ClIN4O4

5 unconnected molecules or ions with the total composition C27H35B2ClIN4O4 in a non-equilibrium geometry (wB97M-V/def2-TZVPD, OMol25).

Summary:
HOMO level = -4.25 eV
Frontier orbital gap = 6.45 eV
E_tot = -2377.6164 Ha
Charge = -1

CARTESIAN COORDINATES (ANGSTROEM)
1 C -5.79 -0.66 -0.73
2 C -4.59 -0.95 -1.64
3 C -4.46 -2.45 -1.91
4 I -6.04 -3.02 -3.27
5 C -3.02 -2.80 -2.43
6 Cl -3.26 -3.95 -3.92
7 C -2.27 -3.73 -1.42
8 O -0.92 -3.46 -1.61
9 B -0.89 -2.06 -2.12
10 C -0.69 -1.04 -0.79
11 C 0.48 -1.81 -2.99
12 B 0.62 -2.41 -4.43
13 O -0.41 -2.83 -5.22
14 O 1.89 -2.51 -5.03
15 O -2.24 -1.77 -2.73
16 H -6.69 -1.14 -1.09
17 H -6.00 0.41 -0.70
18 H -5.61 -1.00 0.29
19 H -3.70 -0.58 -1.14
20 H -4.77 -0.43 -2.57
21 H -4.60 -3.00 -0.99
22 H -2.59 -4.74 -1.65
23 H -2.59 -3.52 -0.38
24 H -1.64 -0.82 -0.29
25 H -0.21 -0.12 -1.11
26 H 0.01 -1.54 -0.12
27 H 1.29 -2.26 -2.40
28 H 0.71 -0.74 -3.04
29 H -0.13 -2.76 -6.14
30 H 2.47 -1.84 -4.66
31 N -0.02 0.76 1.98
32 C 1.18 0.90 2.53
33 C 1.42 0.81 3.89
34 C 0.34 0.58 4.73
35 C -0.92 0.42 4.17
36 C -1.05 0.51 2.79
37 H 1.98 1.10 1.83
38 H 2.42 0.93 4.28
39 H 0.48 0.50 5.80
40 H -1.79 0.22 4.78
41 H -2.01 0.38 2.30
42 N 2.36 -2.55 3.09
43 C 2.07 -2.31 1.81
44 C 2.41 -3.17 0.77
45 C 3.07 -4.35 1.08
46 C 3.37 -4.61 2.41
47 C 2.99 -3.69 3.37
48 H 1.56 -1.38 1.60
49 H 2.14 -2.93 -0.25
50 H 3.34 -5.05 0.30
51 H 3.89 -5.52 2.70
52 H 3.21 -3.86 4.42
53 N 1.64 4.36 2.11
54 C 2.08 5.60 1.96
55 C 1.48 6.71 2.53
56 C 0.35 6.51 3.31
57 C -0.12 5.22 3.48
58 C 0.55 4.18 2.86
59 H 2.96 5.71 1.34
60 H 1.89 7.70 2.38
61 H -0.15 7.35 3.78
62 H -1.00 5.03 4.08
63 H 0.21 3.16 2.97
64 N 2.22 1.19 -2.56
65 C 2.57 1.70 -1.38
66 C 2.50 3.05 -1.07
67 C 2.05 3.92 -2.05
68 C 1.69 3.41 -3.29
69 C 1.78 2.04 -3.49
70 H 2.91 0.98 -0.65
71 H 2.79 3.40 -0.09
72 H 1.98 4.98 -1.85
73 H 1.32 4.05 -4.08
74 H 1.50 1.59 -4.43

Table of Mulliken atomic charges, one value per atom, all in e: number 1, C, carries -1.348; number 2, C, carries 0.173; number 3, C, carries -1.008; number 4, I, carries 0.055; number 5, C, carries 0.935; number 6, Cl, carries -0.308; number 7, C, carries -1.176; number 8, O, carries -0.586; number 9, B, carries 1.772; number 10, C, carries -0.588; number 11, C, carries -0.207; number 12, B, carries 0.434; number 13, O, carries -0.562; number 14, O, carries -0.657; number 15, O, carries -0.831; number 16, H, carries 0.316; number 17, H, carries 0.392; number 18, H, carries 0.326; number 19, H, carries -0.012; number 20, H, carries 0.319; number 21, H, carries 0.512; number 22, H, carries 0.487; number 23, H, carries 0.324; number 24, H, carries -0.268; number 25, H, carries 0.182; number 26, H, carries -0.006; number 27, H, carries -0.045; number 28, H, carries -0.171; number 29, H, carries 0.258; number 30, H, carries 0.289; number 31, N, carries -0.054; number 32, C, carries -0.263; number 33, C, carries -0.337; number 34, C, carries -0.364; number 35, C, carries -0.509; number 36, C, carries -0.488; number 37, H, carries 0.278; number 38, H, carries 0.407; number 39, H, carries 0.411; number 40, H, carries 0.439; number 41, H, carries 0.418; number 42, N, carries -0.284; number 43, C, carries -0.081; number 44, C, carries -0.113; number 45, C, carries -0.509; number 46, C, carries -0.336; number 47, C, carries -0.362; number 48, H, carries 0.169; number 49, H, carries 0.411; number 50, H, carries 0.404; number 51, H, carries 0.345; number 52, H, carries 0.347; number 53, N, carries -0.155; number 54, C, carries -0.175; number 55, C, carries -0.537; number 56, C, carries -0.256; number 57, C, carries -0.685; number 58, C, carries 0.185; number 59, H, carries 0.394; number 60, H, carries 0.362; number 61, H, carries 0.373; number 62, H, carries 0.386; number 63, H, carries 0.178; number 64, N, carries -0.248; number 65, C, carries -0.347; number 66, C, carries -0.054; number 67, C, carries -0.168; number 68, C, carries -0.674; number 69, C, carries -0.118; number 70, H, carries 0.336; number 71, H, carries 0.201; number 72, H, carries 0.379; number 73, H, carries 0.371; number 74, H, carries 0.328



# C27H35BaF2N8O4S3

A molecular structure, C27H35BaF2N8O4S3 (wB97M-V/def2-TZVPD, OMol25).

Summary:
HOMO level = -3.75 eV
Frontier orbital gap = 5.87 eV
Relative energy (zero: lowest compared OMol25 entry of this formula, charge and spin) = 93.2 kJ/mol
E_tot = -3208.7008 Ha
Charge = -1

CARTESIAN COORDINATES (ANGSTROEM)
1 Ba -0.48 1.25 -0.66
2 N 0.06 -6.27 4.74
3 C -0.12 -5.05 4.07
4 C -1.03 -4.11 4.55
5 C -1.25 -2.93 3.86
6 C -0.55 -2.68 2.69
7 C 0.35 -3.61 2.20
8 C 0.56 -4.79 2.88
9 S -0.80 -1.15 1.81
10 O -1.49 -0.25 2.69
11 O 0.54 -0.75 1.38
12 N -1.59 -1.40 0.46
13 C -2.91 -1.72 0.51
14 N -3.64 -1.39 -0.58
15 C -4.92 -1.73 -0.57
16 C -5.54 -2.38 0.48
17 C -4.71 -2.66 1.56
18 N -3.43 -2.35 1.58
19 H -0.15 -6.23 5.73
20 H 0.96 -6.70 4.58
21 H -1.57 -4.31 5.47
22 H -1.95 -2.19 4.22
23 H 0.90 -3.39 1.29
24 H 1.27 -5.52 2.50
25 H -5.50 -1.45 -1.45
26 H -6.59 -2.64 0.47
27 H -5.10 -3.16 2.44
28 C -0.50 -1.48 -3.99
29 O -0.42 -1.45 -2.58
30 C 0.71 -2.12 -2.07
31 C 1.98 -1.30 -2.19
32 O 2.00 -0.25 -1.25
33 C 2.99 -0.42 -0.24
34 H -0.37 -2.51 -4.36
35 H 0.25 -0.84 -4.47
36 H -1.49 -1.14 -4.28
37 H 0.84 -3.08 -2.58
38 H 0.49 -2.31 -1.01
39 H 2.04 -0.86 -3.19
40 H 2.86 -1.95 -2.06
41 H 3.98 -0.42 -0.69
42 H 2.82 -1.34 0.33
43 H 2.89 0.43 0.44
44 N 3.13 2.52 -2.08
45 C 2.27 2.54 -3.12
46 N 1.02 2.13 -3.07
47 C 0.42 2.25 -4.30
48 C 1.19 2.73 -5.30
49 S 2.77 3.07 -4.70
50 C -1.00 1.87 -4.44
51 C -1.73 1.99 -5.57
52 S -3.33 1.39 -5.29
53 C -2.88 1.03 -3.65
54 N -1.65 1.33 -3.35
55 N -3.78 0.49 -2.79
56 H 2.67 2.56 -1.12
57 H 3.93 3.13 -2.16
58 H 0.93 2.91 -6.33
59 H -1.45 2.40 -6.52
60 H -4.64 0.16 -3.19
61 H -3.46 -0.02 -1.96
62 F -2.40 4.25 -0.39
63 C -2.75 2.93 -0.82
64 F -3.59 2.47 0.26
65 H -3.49 3.14 -1.60
66 C 3.71 2.32 3.54
67 C 2.96 3.51 2.93
68 C 3.92 4.70 2.79
69 C 1.80 3.90 3.85
70 C 2.42 3.13 1.61
71 C 1.94 2.76 0.54
72 H 4.11 2.58 4.53
73 H 4.54 2.02 2.90
74 H 3.04 1.46 3.64
75 H 4.31 4.99 3.77
76 H 3.40 5.55 2.35
77 H 4.76 4.44 2.14
78 H 2.17 4.18 4.84
79 H 1.10 3.06 3.96
80 H 1.25 4.74 3.44

Table of Mulliken atomic charges, one value per atom, all in e: number 1, Ba, carries 0.929; number 2, N, carries -0.604; number 3, C, carries 1.074; number 4, C, carries -0.735; number 5, C, carries -0.408; number 6, C, carries -0.279; number 7, C, carries -0.229; number 8, C, carries -0.879; number 9, S, carries 1.412; number 10, O, carries -0.800; number 11, O, carries -0.602; number 12, N, carries -0.036; number 13, C, carries 0.117; number 14, N, carries -0.518; number 15, C, carries -0.083; number 16, C, carries -0.902; number 17, C, carries -0.119; number 18, N, carries -0.411; number 19, H, carries 0.230; number 20, H, carries 0.229; number 21, H, carries 0.272; number 22, H, carries 0.496; number 23, H, carries 0.166; number 24, H, carries 0.282; number 25, H, carries 0.251; number 26, H, carries 0.376; number 27, H, carries 0.402; number 28, C, carries -0.784; number 29, O, carries 0.058; number 30, C, carries -0.043; number 31, C, carries -0.792; number 32, O, carries 0.723; number 33, C, carries -0.835; number 34, H, carries 0.401; number 35, H, carries 0.237; number 36, H, carries 0.152; number 37, H, carries 0.389; number 38, H, carries -0.276; number 39, H, carries 0.164; number 40, H, carries 0.522; number 41, H, carries 0.288; number 42, H, carries 0.328; number 43, H, carries -0.019; number 44, N, carries -0.269; number 45, C, carries 0.043; number 46, N, carries 0.618; number 47, C, carries -0.254; number 48, C, carries -0.644; number 49, S, carries -0.294; number 50, C, carries -0.438; number 51, C, carries -0.497; number 52, S, carries -0.287; number 53, C, carries 0.015; number 54, N, carries 0.918; number 55, N, carries -0.155; number 56, H, carries 0.162; number 57, H, carries 0.294; number 58, H, carries 0.427; number 59, H, carries 0.428; number 60, H, carries 0.251; number 61, H, carries 0.371; number 62, F, carries -0.391; number 63, C, carries -0.129; number 64, F, carries -0.367; number 65, H, carries -0.096; number 66, C, carries -1.569; number 67, C, carries 2.421; number 68, C, carries -1.621; number 69, C, carries -1.583; number 70, C, carries -0.730; number 71, C, carries -1.000; number 72, H, carries 0.428; number 73, H, carries 0.338; number 74, H, carries 0.263; number 75, H, carries 0.371; number 76, H, carries 0.380; number 77, H, carries 0.354; number 78, H, carries 0.391; number 79, H, carries 0.324; number 80, H, carries 0.381



- Among the records above, which one has the highest frontier orbital gap?
  C27H34O3PZn